The following is a DFT calculation (ωB97M-V/def2-TZVPD) of 2 unconnected molecules or ions with the total composition C3H9N2O in a non-equilibrium geometry.

Geometry as XYZ:
```
15
Properties=species:S:1:pos:R:3:forces:R:3
C 0.41682 2.23717 0.94556 -1.61 -0.20 2.16
C -0.42330 1.05660 0.98372 1.59 0.21 0.02
C -1.60812 0.32166 1.36661 -0.66 1.12 -0.91
N 1.46635 -1.39950 -1.11191 1.13 4.29 2.82
N -0.93483 0.15995 0.02217 0.34 -0.81 -0.10
O 0.96170 1.00278 1.35562 -0.51 -1.52 0.55
H 0.79129 2.51019 0.04173 0.81 1.36 -2.51
H 0.30131 2.96336 1.73865 0.13 0.26 -0.12
H -2.57974 0.81750 1.32551 0.37 0.09 0.11
H -1.60009 -0.50740 2.00208 0.38 -1.16 0.82
H 1.41910 -2.34942 -0.92085 -0.35 -2.36 0.65
H 0.53011 -0.92576 -1.08983 0.06 -0.39 -0.22
H -1.46007 0.62313 -0.68776 -0.52 0.41 -0.53
H 1.94829 -0.85777 -0.23861 -1.09 -1.62 -2.28
H 2.03932 -1.25906 -1.93143 -0.05 0.33 -0.47
```
Positions in Å, forces in eV/Å.

Calculated values
Spin multiplicity: 1
Relative energy (zero: lowest compared OMol25 entry of this formula, charge and spin), kJ/mol: 369.4
LUMO level, Eh: -0.1368
Total charge: +1
Kohn-Sham gap, eV: 10.6
DFT total energy, eV: -8275.245
HOMO level, eV: -14.29